# 1
C3H4BrNO | ωB97M-V with the def2-TZVPD basis set

The geometry in XYZ format:
```
10
Properties=species:S:1:pos:R:3:nbo_charge:R:1
C 0.301 0.109 -0.263 -0.22
C 0.140 0.375 -1.537 -0.08
C -0.886 -0.037 0.606 -0.18
N -1.154 0.794 -1.914 -0.33
O -2.043 0.229 -0.231 -0.30
Br -1.836 -0.221 -3.262 0.21
H 1.332 -0.069 -0.028 0.22
H 0.870 0.225 -2.383 0.22
H -1.036 -1.052 0.852 0.24
H -1.038 0.651 1.415 0.22
```

Calculated values
Total energy (a.u.): -2820.5007
F_max (eV Å⁻¹): 3.94
HOMO (spin up / spin down) (eV): -8.38 / -9.44
HOMO-LUMO gap (spin up / spin down) (eV): 9.05 / 7.47
Multiplicity: 3
Relative energy (zero: lowest compared OMol25 entry of this formula, charge and spin) (kJ/mol): 108.4
E_LUMO (spin up / spin down) (eV): 0.68 / -1.98

=====

# 2
C46H52N6Rh | ωB97M-V with the def2-TZVPD basis set

The geometry in XYZ format:
```
105
Properties=species:S:1:pos:R:3:lowdin_charge:R:1
Rh 0.423 0.423 0.028 1.38
C 0.700 -2.328 -5.363 -0.07
C 1.313 -0.905 -5.323 -0.19
C 0.786 -0.126 -4.165 -0.14
C -0.266 0.782 -4.151 -0.11
C -0.962 1.258 -5.398 -0.20
C -0.223 2.314 -6.231 -0.08
C -0.458 1.184 -2.776 -0.20
C -1.309 2.247 -2.379 0.09
C -1.377 2.647 -1.061 -0.20
C -2.102 3.809 -0.637 -0.12
C -2.739 4.792 -1.582 -0.17
C -4.060 4.301 -2.228 -0.08
C -2.050 3.849 0.728 -0.14
C -1.288 2.719 1.165 -0.21
C -1.091 2.300 2.503 0.10
C -0.285 1.220 2.886 -0.22
N 0.474 0.409 2.072 -0.02
C 1.314 -0.329 2.898 -0.20
C 2.397 -1.129 2.481 0.09
C 2.690 -1.315 1.129 -0.19
N 2.005 -0.806 0.024 -0.04
C 2.658 -1.332 -1.103 -0.23
C 2.232 -1.173 -2.411 0.08
C 1.147 -0.356 -2.807 -0.20
N 0.417 0.485 -1.962 -0.04
C 3.821 -2.083 -0.704 -0.13
C 3.846 -2.096 0.676 -0.11
C 4.779 -2.877 1.540 -0.21
C 4.250 -4.175 2.093 -0.10
C 4.828 -2.635 -1.659 -0.19
C 5.790 -1.611 -2.316 -0.07
C 0.931 -0.097 4.259 -0.13
C -0.053 0.882 4.253 -0.13
C -0.653 1.521 5.456 -0.20
C 0.032 2.842 5.862 -0.08
C 1.463 -0.807 5.447 -0.19
C 2.914 -0.445 5.777 -0.08
N -0.851 1.981 0.070 -0.03
C -2.618 4.881 1.629 -0.18
C -3.898 4.397 2.340 -0.09
H 1.097 -2.849 -6.243 0.08
H 0.921 -2.857 -4.411 0.08
H -0.386 -2.245 -5.502 0.08
H 2.408 -0.958 -5.223 0.11
H 1.142 -0.372 -6.269 0.11
H -1.200 0.381 -6.036 0.12
H -1.971 1.619 -5.067 0.12
H 0.730 1.911 -6.652 0.08
H -0.843 2.578 -7.114 0.08
H 0.017 3.189 -5.627 0.07
H -1.860 2.774 -3.148 0.12
H -2.915 5.731 -1.064 0.10
H -1.991 4.947 -2.380 0.12
H -4.908 4.605 -1.588 0.08
H -4.201 4.781 -3.222 0.09
H -4.076 3.217 -2.338 0.06
H -1.638 2.910 3.251 0.12
H 2.987 -1.645 3.238 0.10
H 2.786 -1.660 -3.202 0.12
H 5.748 -3.065 1.005 0.12
H 5.029 -2.249 2.447 0.13
H 3.749 -4.846 1.367 0.08
H 5.088 -4.812 2.483 0.09
H 3.553 -4.072 2.945 0.07
H 5.432 -3.333 -1.089 0.10
H 4.335 -3.263 -2.411 0.12
H 6.335 -1.073 -1.475 0.10
H 6.501 -2.102 -3.004 0.08
H 5.232 -0.866 -2.886 0.06
H -1.710 1.703 5.212 0.11
H -0.703 0.851 6.311 0.10
H 0.194 3.531 5.018 0.07
H -0.613 3.388 6.597 0.08
H 1.047 2.662 6.351 0.09
H 0.820 -0.597 6.329 0.11
H 1.380 -1.897 5.248 0.13
H 3.088 0.664 5.792 0.09
H 3.190 -0.770 6.774 0.07
H 3.594 -0.889 5.016 0.06
H -1.899 5.172 2.405 0.12
H -2.910 5.755 1.020 0.11
H -3.685 3.530 3.037 0.08
H -4.354 5.174 2.982 0.08
H -4.684 4.079 1.614 0.08
C -5.118 -0.108 -0.090 -0.05
C -5.328 -1.344 -0.709 -0.06
C -4.302 -2.278 -0.691 -0.02
C -3.073 -1.985 -0.081 -0.23
N -2.811 -0.743 0.426 0.12
C -3.813 0.133 0.397 -0.14
C -2.044 -3.010 -0.012 -0.23
C -2.443 -4.369 0.137 0.00
C -1.446 -5.330 0.215 -0.07
C -0.131 -4.960 0.068 -0.05
C 0.146 -3.599 -0.132 -0.13
N -0.760 -2.644 -0.142 0.11
H -5.961 0.586 0.038 0.11
H -6.276 -1.542 -1.175 0.10
H -4.412 -3.292 -1.106 0.11
H -3.590 1.107 0.841 0.09
H -3.514 -4.640 0.228 0.12
H -1.691 -6.384 0.374 0.12
H 0.632 -5.730 0.112 0.11
H 1.150 -3.220 -0.249 0.08
```

Calculated values
Total energy (a.u.): -2222.9025
F_max (eV Å⁻¹): 2.94
HOMO (spin up / spin down) (eV): -7.95 / -9.70
Net charge: +1
HOMO-LUMO gap (spin up / spin down) (eV): 4.47 / 4.11
Multiplicity: 5
E_LUMO (spin up / spin down) (eV): -3.48 / -5.59